C19H27BNO3 | wB97M-V/def2-TZVPD

Results
Max |F| = 3.012 eV/Å
Multiplicity = 1
Electronic energy = -28444.85459 eV
Orbital gap = 7.8 eV
Highest occupied orbital energy = -11.213 eV
Total charge = +1

Geometry (Å):
C 2.760 -2.370 1.621
C 2.379 -1.146 0.939
C 2.889 -0.541 -0.181
C 2.079 0.549 -0.478
C 0.961 0.514 0.418
B 1.252 2.193 1.514
O 0.388 1.867 2.547
C 1.093 1.631 3.789
C 2.581 1.811 3.525
N 2.619 2.488 2.188
C 3.913 2.283 1.489
C 2.408 3.988 2.311
C 1.685 4.366 1.021
O 1.026 3.180 0.534
O 1.286 -0.489 1.372
H 3.492 -2.880 0.986
H 3.251 -2.158 2.576
H 1.907 -3.035 1.796
H 3.747 -0.909 -0.752
H 2.200 1.258 -1.300
H 0.742 2.362 4.535
H 0.862 0.614 4.126
H 3.062 2.453 4.272
H 3.103 0.850 3.465
H 4.687 2.821 2.055
H 4.160 1.213 1.468
H 3.854 2.684 0.470
H 1.797 4.197 3.201
H 3.374 4.491 2.409
H 0.916 5.132 1.192
H 2.406 4.717 0.269
C -1.059 -0.860 0.424
C -0.468 0.470 -0.032
C -0.477 0.478 -1.560
C -1.333 1.660 0.500
C -1.467 2.827 -0.247
C -2.314 3.854 0.178
C -3.034 3.722 1.369
C -2.921 2.546 2.111
C -2.061 1.536 1.678
H -1.083 -0.964 1.512
H -2.083 -0.939 0.048
H -0.473 -1.684 0.003
H 0.019 1.359 -1.981
H 0.037 -0.418 -1.929
H -1.516 0.453 -1.908
H -0.910 2.959 -1.176
H -2.385 4.755 -0.431
H -3.690 4.525 1.706
H -3.468 2.406 3.043
H -1.963 0.640 2.289

Population analysis type Mulliken, resulting atomic charges in e: number 1, C, carries -1.336; number 2, C, carries 0.645; number 3, C, carries -1.292; number 4, C, carries -0.776; number 5, C, carries 2.064; number 6, B, carries -0.333; number 7, O, carries -0.205; number 8, C, carries -0.664; number 9, C, carries -0.555; number 10, N, carries 0.507; number 11, C, carries -0.921; number 12, C, carries -0.774; number 13, C, carries -0.612; number 14, O, carries -0.420; number 15, O, carries -0.562; number 16, H, carries 0.411; number 17, H, carries 0.275; number 18, H, carries 0.296; number 19, H, carries 0.530; number 20, H, carries 0.658; number 21, H, carries 0.479; number 22, H, carries 0.395; number 23, H, carries 0.335; number 24, H, carries 0.337; number 25, H, carries 0.343; number 26, H, carries 0.324; number 27, H, carries 0.350; number 28, H, carries 0.323; number 29, H, carries 0.373; number 30, H, carries 0.430; number 31, H, carries 0.399; number 32, C, carries -1.831; number 33, C, carries 2.605; number 34, C, carries -2.011; number 35, C, carries -0.064; number 36, C, carries -0.403; number 37, C, carries -0.849; number 38, C, carries -0.521; number 39, C, carries -0.905; number 40, C, carries -0.265; number 41, H, carries 0.315; number 42, H, carries 0.408; number 43, H, carries 0.460; number 44, H, carries 0.430; number 45, H, carries 0.448; number 46, H, carries 0.405; number 47, H, carries 0.198; number 48, H, carries 0.439; number 49, H, carries 0.418; number 50, H, carries 0.432; number 51, H, carries 0.265